Computed, not measured: a molecular structure, C7H16Cl2N2O2PSTb at a distorted geometry, with ωB97M-V with the def2-TZVPD basis set.

Structure (XYZ):
```
32
Properties=species:S:1:pos:R:3:forces:R:3:lowdin_charge:R:1
C -1.08547 2.91240 3.62811 -0.03 0.14 0.36 -0.014
C -1.03306 1.61702 2.93375 1.47 -0.37 -1.55 -0.700
H -0.17483 3.48175 3.43832 -0.09 -0.09 -0.19 0.118
H -1.19247 2.74902 4.70245 -0.13 0.01 -0.06 0.111
H -1.95687 3.50129 3.29723 0.12 -0.26 -0.01 0.137
O -0.26907 1.38297 1.94662 -2.03 0.87 2.78 -0.218
Cl -2.05336 0.29970 3.56376 0.83 0.89 -0.45 0.760
Tb -0.55474 -0.65569 1.07626 -0.27 -1.47 -0.77 0.956
P -0.54836 0.65188 -1.46740 -1.61 0.56 -1.13 0.697
C 0.46006 1.37185 -2.79168 0.69 0.02 0.12 -0.245
C -1.62397 -0.44243 -2.46035 0.02 -0.29 0.22 -0.262
H -2.34295 1.81159 -0.24813 0.06 0.05 -0.31 0.029
H -2.20643 2.34919 -1.95217 0.06 0.00 0.21 0.068
H -1.03187 2.91954 -0.72456 -0.14 -0.18 -0.12 0.061
C -1.64225 2.06823 -1.05577 0.05 0.04 0.33 -0.251
H -2.33024 -0.96735 -1.80578 0.11 0.18 -0.40 -0.021
H -2.15706 0.16467 -3.20102 0.10 -0.21 0.07 0.070
H -0.19753 1.86219 -3.52962 0.23 -0.23 0.35 0.078
H 1.02609 0.56744 -3.28100 -0.09 0.29 0.03 0.064
H -0.98569 -1.18578 -2.95798 -0.25 0.18 0.01 0.061
H 1.16795 2.10220 -2.37670 -0.15 -0.12 -0.25 0.059
C 1.72159 0.04970 -0.09662 4.22 0.95 -0.29 -0.140
O 2.73611 0.45002 -0.47984 -3.61 -1.26 0.92 0.129
Cl -2.92082 -1.19081 0.66881 0.38 0.05 0.07 -0.031
N 2.84020 -3.35533 1.49193 -0.32 -0.55 -0.09 0.131
C 1.99529 -3.36560 0.44940 0.91 0.30 -0.21 -0.877
N 2.52764 -3.43547 -0.78158 -0.57 -0.42 0.22 0.137
S 0.29145 -3.26284 0.68987 0.09 0.47 -0.09 0.573
H 3.75614 -3.79511 1.40658 -0.19 0.41 0.04 0.142
H 2.42813 -3.36865 2.41758 0.13 -0.15 -0.21 0.114
H 1.89309 -3.47363 -1.57758 0.28 -0.14 0.39 0.123
H 3.46330 -3.81395 -0.92288 -0.26 0.33 0.02 0.142
```
Positions in Å, forces in eV/Å.

Results
HOMO-LUMO gap (alpha / beta): 8.357 / 8.302 eV
total charge: +2
multiplicity: 7
HOMO (alpha / beta): -0.5874 / -0.5828 Eh

---

Computed, not measured: C4H12N2S2 in the gas phase at a distorted geometry, with ωB97M-V with the def2-TZVPD basis set.

Structure (XYZ):
```
20
Properties=species:S:1:pos:R:3:forces:R:3:lowdin_charge:R:1
C -0.60515 -1.16586 -1.87523 -1.54 2.58 -5.20 -0.415
C -1.86859 -0.19368 -1.66545 2.68 0.49 1.50 -0.506
C 0.57401 0.35081 0.98730 0.25 -3.24 1.36 -0.564
C 1.33315 1.17431 2.14283 -1.88 -0.92 1.97 -0.379
H -1.19224 -3.08183 -1.68703 2.09 1.24 0.46 0.101
H -1.15550 -2.28645 -0.30296 3.01 -0.45 -2.31 0.135
H 0.33018 -0.59324 -1.90788 -0.25 -0.08 0.19 0.085
H -0.89710 -1.43560 -3.01094 1.32 0.80 1.91 0.141
H -1.99624 0.63873 -2.35572 0.74 -0.16 -0.23 0.068
H -2.65940 -0.80785 -1.80415 -2.91 -1.97 -0.45 0.006
H -0.17599 -0.65395 1.25733 2.04 3.16 0.22 0.103
H 1.33080 -0.30613 0.36855 -1.18 2.10 0.36 0.091
H 1.85274 0.52992 3.00344 -0.97 0.81 -2.14 0.115
H 0.37861 1.69136 2.80921 2.96 -0.85 -2.10 0.141
H 3.03957 1.70181 1.08298 0.76 -0.54 -0.23 0.046
H 2.61254 2.61268 2.37589 0.94 0.84 0.26 0.042
N -0.44311 -2.41181 -1.25209 -5.65 -2.29 4.20 -0.059
N 2.29793 2.17765 1.53892 -3.04 -0.85 1.06 -0.019
S -2.14513 0.49859 0.01334 -2.78 -2.20 -0.97 0.430
S -0.61106 1.56053 0.28163 3.41 1.53 0.14 0.436
```
Positions in Å, forces in eV/Å.

Results
energy relative to the best compared isomer or geometry (same formula, charge and spin): 3.5209 eV
HOMO-LUMO gap: 9.286 eV
total charge: 0
multiplicity: 1
HOMO: -0.3156 Eh

---

Computed, not measured: a molecular structure, C19H36FeN3O5P2 at a distorted geometry, with ωB97M-V with the def2-TZVPD basis set.

Structure (XYZ):
```
66
Properties=species:S:1:pos:R:3:forces:R:3:lowdin_charge:R:1
C -1.17406 3.84905 -3.23546 1.63 -1.20 1.03 -0.076
C -0.60469 2.88261 -2.39216 -0.45 1.81 -1.76 -0.360
N -1.40141 2.03106 -1.68038 1.06 -1.42 1.06 -0.084
C -2.76010 2.10876 -1.78107 -1.88 1.39 -0.82 -0.375
C -3.36683 3.08022 -2.58704 0.31 -1.32 1.17 -0.076
C -2.56555 3.95880 -3.32675 -0.89 0.88 -0.74 -0.150
C 0.88567 2.77170 -2.19548 0.21 0.12 0.60 -0.269
P 1.35268 1.07816 -1.57638 1.18 1.03 -2.11 0.848
Fe -0.50369 0.62015 -0.31204 0.18 0.56 -0.14 0.502
P -2.63235 0.44819 0.47321 -2.77 0.60 -0.11 0.832
C -3.55949 1.06550 -1.03371 0.23 -0.34 -0.17 -0.277
O 2.22666 4.50064 0.11583 -0.42 -0.10 0.91 -0.105
O 1.78019 2.59473 2.01461 -0.35 -0.94 -0.33 -0.116
H -0.51865 4.51907 -3.79915 -0.17 -0.27 0.20 0.103
H -4.45814 3.12963 -2.64394 0.37 -0.06 0.06 0.103
H -3.02165 4.71849 -3.96950 0.19 -0.34 0.28 0.085
C 1.62585 0.06999 -3.09445 -0.11 -0.28 0.20 -0.241
C 3.03365 1.26522 -0.86637 -0.25 -0.22 0.34 -0.215
H -4.58210 1.41968 -0.81527 0.45 -0.18 0.07 0.096
H -3.64136 0.17055 -1.68195 -0.05 0.13 0.30 0.088
H 1.21392 3.45296 -1.37198 -0.13 -0.46 -0.52 0.063
H 1.43047 3.07608 -3.10700 -0.12 -0.31 0.37 0.103
C -3.39757 -1.18143 0.84074 0.42 -0.09 0.02 -0.240
C -3.21094 1.52697 1.85060 0.38 -0.04 0.16 -0.235
H 0.97468 2.25870 1.51738 0.77 0.37 0.76 -0.034
H 2.21095 1.76910 2.30226 -0.22 0.57 0.01 0.061
H 2.22411 3.83091 0.85217 0.11 0.62 -0.59 -0.003
H 1.53039 5.11989 0.39867 0.44 -0.22 -0.25 0.055
H -0.84985 -0.69919 -1.28706 -0.10 0.88 0.51 0.083
H -0.19480 1.92694 0.73527 -0.39 -0.68 -0.95 0.051
H 2.42355 0.49219 -3.73106 -0.36 -0.05 0.34 0.054
H 1.89724 -0.95497 -2.79094 -0.14 0.38 -0.12 0.036
H 0.67749 0.02275 -3.65358 0.36 0.07 0.18 0.053
H 3.74026 1.71322 -1.58512 -0.40 -0.18 0.23 0.067
H 2.94805 1.89472 0.03153 0.18 -0.19 -0.39 0.017
H 3.38282 0.26279 -0.56622 -0.03 0.37 -0.14 0.036
H -4.30477 1.47586 1.99500 0.45 -0.05 -0.25 0.054
H -2.70073 1.21011 2.77580 -0.18 0.19 -0.38 0.035
H -2.90333 2.56171 1.62792 -0.14 -0.39 0.06 0.057
H -4.48288 -1.10693 1.02898 0.50 0.07 -0.10 0.057
H -3.19718 -1.85395 -0.00849 -0.14 0.22 0.30 0.046
H -2.89316 -1.59463 1.73046 -0.27 0.08 -0.26 0.041
C 3.55907 -2.55388 1.58036 0.12 0.11 0.13 -0.078
C 2.49023 -3.60300 1.26081 0.29 -0.31 -0.07 -0.174
C 1.03444 -3.10213 1.48465 -0.12 0.20 -0.03 -0.283
C 0.00660 -4.26504 1.26322 -0.47 -0.32 0.06 -0.161
C -0.01904 -4.92271 -0.12320 -0.13 -0.04 -0.36 -0.097
C 0.87834 -2.66790 2.93336 0.74 -2.32 1.33 -0.419
O 1.11691 -3.46649 3.82982 -0.06 0.42 -0.41 0.085
N 0.45758 -1.42450 3.25941 0.19 -0.27 0.53 0.220
C 0.13392 -0.49259 2.32816 -0.69 1.45 -0.41 -0.579
O -0.30733 0.57613 2.70860 -0.26 0.42 0.68 -0.004
N 0.26503 -0.73308 0.99141 0.49 -1.03 0.82 0.020
C 0.71104 -1.94108 0.53749 0.15 -0.49 -0.50 -0.462
O 0.82549 -2.11943 -0.66248 0.46 -0.18 -0.29 0.001
H 3.43621 -1.66159 0.93471 0.15 -0.36 0.33 0.063
H 4.56445 -2.98882 1.40093 -0.56 0.38 0.11 0.086
H 3.50282 -2.24452 2.64518 0.10 -0.10 -0.58 0.085
H 2.62643 -3.92096 0.20581 -0.37 0.20 0.60 0.120
H 2.67797 -4.48941 1.90697 -0.39 0.51 -0.38 0.133
H 0.21177 -5.07691 1.99599 -0.02 0.82 -0.18 0.128
H -1.01875 -3.88146 1.46967 0.56 -0.16 0.06 0.123
H 0.96068 -5.37859 -0.36907 -0.56 0.29 0.01 0.078
H -0.77889 -5.73315 -0.12207 0.48 0.40 0.09 0.081
H -0.31290 -4.20821 -0.91570 0.35 -0.41 0.40 0.071
H 0.34458 -1.18665 4.25806 0.08 -0.21 -0.97 0.193
```
Positions in Å, forces in eV/Å.

Results
energy relative to the best compared isomer or geometry (same formula, charge and spin): 0.0000 eV
HOMO-LUMO gap (alpha / beta): 2.708 / 6.822 eV
total charge: 0
multiplicity: 6
HOMO (alpha / beta): -0.1498 / -0.3023 Eh

---

Computed, not measured: 2 unconnected molecules or ions with the total composition C4H12 at a distorted geometry, with ωB97M-V with the def2-TZVPD basis set.

Structure (XYZ):
```
16
Properties=species:S:1:pos:R:3:forces:R:3:lowdin_charge:R:1
C 1.20711 0.85889 0.73298 1.87 0.01 1.95 -0.154
C 2.43520 -0.09180 1.26237 -4.30 2.06 3.72 -0.119
H 0.31930 0.72555 1.37570 0.45 0.06 -0.37 0.050
H 1.50185 1.93449 0.75601 -0.09 -0.75 0.26 0.064
H 0.95848 0.67479 -0.27787 -0.29 -0.53 -1.03 0.014
H 2.09335 -1.12308 1.31203 0.33 -0.03 -0.17 0.047
H 3.27586 0.08376 0.74266 2.88 0.18 -2.18 -0.009
H 2.69899 0.26150 2.36582 -0.69 -0.85 -2.13 0.098
C -2.02648 -0.19012 -1.78336 1.71 2.66 0.86 -0.203
C -1.66940 -0.63431 -0.39890 -0.08 -1.70 4.26 -0.252
H -1.62125 -0.90822 -2.42224 0.13 -1.10 -1.62 0.029
H -3.10564 -0.01544 -1.91302 0.61 0.06 -0.10 0.071
H -1.35529 0.77871 -1.93949 -1.83 -1.66 -0.11 0.107
H -2.27025 -1.64348 -0.02132 1.23 2.67 -1.00 0.108
H -1.89101 0.22669 0.37379 0.26 -1.83 -1.29 0.082
H -0.55082 -0.93794 -0.16517 -2.20 0.76 -1.05 0.068
```
Positions in Å, forces in eV/Å.

Results
energy relative to the best compared isomer or geometry (same formula, charge and spin): 1.3773 eV
HOMO-LUMO gap: 12.287 eV
total charge: 0
multiplicity: 1
HOMO: -0.4106 Eh